(1)
A cluster of 15 separate species, C37H102N16O21 in total at a distorted geometry, computed with ωB97M-V with the def2-TZVPD basis set.

## Properties
Spin multiplicity ... 1
HOMO energy ... -7.8 eV
Molecular weight ... 1107.314 g mol⁻¹

The geometry in XYZ format:
```
176
Properties=species:S:1:pos:R:3:forces:R:3
C -3.1556 -2.3166 -5.2231 2.3 -1.0 0.4
C -3.9688 -3.1211 -4.2478 -0.9 0.3 0.8
O -5.3403 -3.1778 -4.6282 -0.1 0.1 -0.4
O -3.1418 -0.9187 -4.9978 -0.5 0.2 -0.4
H -3.1658 -2.6900 -6.2535 -1.0 0.6 -0.2
H -2.1055 -2.5828 -5.0095 -0.2 -0.1 0.4
H -3.9007 -2.6299 -3.2704 0.1 0.1 0.0
H -3.5905 -4.1327 -4.0701 0.2 0.0 -0.5
H -5.9045 -3.2598 -3.8508 0.2 0.0 0.1
H -3.8092 -0.4587 -5.5158 -0.1 -0.3 0.0
C -4.8288 0.2168 -2.3970 0.2 -0.9 -0.8
C -6.0730 -0.6007 -2.6965 -0.6 1.2 -0.4
O -6.2828 -1.6618 -1.7883 0.0 0.5 -0.1
O -4.9619 1.0265 -1.2411 0.3 -0.5 -0.4
H -4.6000 0.8034 -3.2942 -0.1 0.4 0.3
H -4.0012 -0.4995 -2.3410 0.1 0.2 0.4
H -6.1044 -0.9565 -3.7264 0.5 -0.4 0.1
H -6.8929 0.1380 -2.6952 -0.2 -0.2 0.4
H -6.4114 -1.2132 -0.9398 0.0 -0.5 0.2
H -5.0260 0.3882 -0.5006 -0.2 0.3 0.1
C 3.0440 1.6020 -4.8262 -1.5 -1.1 0.5
C 4.4452 1.3325 -5.3525 -0.1 1.7 0.4
O 4.7870 2.2879 -6.3560 0.0 -0.4 -0.1
O 2.7074 2.9714 -4.7096 1.0 0.7 -0.6
H 2.9444 1.1330 -3.8403 0.1 -0.2 -0.2
H 2.2742 1.1618 -5.4751 0.2 -0.2 -0.1
H 4.5826 0.3328 -5.7587 -0.3 -0.2 0.2
H 5.0827 1.4974 -4.4782 0.5 -0.2 -0.3
H 3.9858 2.7899 -6.5386 0.1 0.2 0.0
H 2.1307 3.1766 -3.9742 0.0 -0.4 0.2
C 2.9520 4.3613 2.4176 -0.6 -1.2 -1.0
C 1.6123 4.1745 3.1134 0.1 2.1 -0.7
O 0.6237 4.7598 2.2653 -0.1 -0.6 -0.1
O 2.9766 3.6459 1.1792 0.0 -0.5 0.1
H 3.6969 3.9134 3.0743 0.1 0.7 -0.6
H 3.0909 5.4049 2.1359 0.2 0.2 0.7
H 1.7079 4.8506 3.9763 -0.2 -0.7 0.6
H 1.3951 3.1308 3.3366 -0.2 0.3 0.0
H -0.2403 4.3574 2.4417 -0.1 0.1 -0.1
H 2.0734 3.6666 0.8408 0.0 0.2 -0.2
C -1.8037 5.6632 4.6305 -0.4 -0.3 -0.5
C -2.5459 5.4474 3.3256 -0.4 0.4 -0.1
O -2.1330 4.2242 2.7415 0.0 0.0 0.2
O -2.2333 6.9172 5.0997 0.1 0.1 0.1
H -0.7329 5.5769 4.4268 0.1 0.3 0.1
H -2.0884 4.8504 5.3081 -0.1 0.7 0.3
H -2.3544 6.3182 2.6919 0.2 -0.1 -0.2
H -3.6248 5.4417 3.5040 0.0 -0.1 0.2
H -2.7903 3.9649 2.0867 0.0 -0.1 -0.2
H -1.7073 7.2006 5.8514 0.1 -0.1 0.0
C 3.2229 2.6279 5.2632 1.0 1.0 0.7
C 2.6721 2.8314 6.6433 -1.9 -1.2 0.7
O 3.5357 2.5051 7.7190 0.5 0.3 -0.5
O 4.0931 3.7338 4.9814 0.3 -0.2 0.4
H 2.3993 2.6908 4.5514 0.3 -0.6 0.4
H 3.7744 1.6886 5.2112 -0.2 -0.1 -0.1
H 1.8208 2.1231 6.7348 0.0 0.0 -0.3
H 2.1778 3.8004 6.7637 0.6 0.3 -0.2
H 3.1190 2.8114 8.5276 0.1 0.0 0.1
H 4.9687 3.4209 4.7462 0.1 -0.1 0.1
C 4.6266 -0.8032 0.3822 -1.1 0.4 0.4
O 3.6560 -0.3695 -0.2345 1.1 0.0 0.0
N 4.5055 -1.9354 1.1686 0.6 0.6 -0.4
N 5.8658 -0.2198 0.4506 0.0 -0.9 0.2
H 5.3151 -2.2678 1.6558 -0.2 -0.2 0.3
H 3.5840 -2.2702 1.3864 0.0 -0.1 -0.1
H 6.1295 0.6824 0.1077 -0.5 0.1 -0.4
H 6.5466 -0.7244 0.9868 0.2 0.3 0.0
C -4.9385 4.1181 -0.6386 1.9 1.9 -2.1
O -4.1088 3.9170 0.2545 -1.2 -0.9 0.8
N -5.8785 5.1307 -0.5636 0.3 -0.9 0.6
N -4.7164 3.7269 -1.9410 -0.6 0.4 0.8
H -6.4442 5.2917 -1.3745 -0.5 0.0 0.2
H -6.2408 5.3136 0.3555 -0.1 0.2 -0.1
H -5.2413 4.2039 -2.6476 -0.1 -0.3 -0.3
H -4.2284 2.8852 -2.1799 0.1 -0.1 0.3
C -5.1841 0.0255 1.8694 1.2 0.6 -0.4
O -5.6917 -0.4641 0.8513 -0.3 -0.2 0.6
N -4.8825 1.3471 1.9701 -0.3 0.0 0.4
N -4.7160 -0.7321 2.9041 -0.8 -0.3 -0.6
H -4.4916 1.6924 2.8317 0.2 0.0 -0.1
H -4.9480 1.9850 1.1924 0.0 -0.2 -0.1
H -4.1920 -0.3112 3.6490 0.0 0.1 0.3
H -5.1974 -1.6086 3.0110 0.3 -0.1 0.3
C -3.9892 -4.6073 0.6062 0.8 -1.1 -0.4
O -4.7517 -5.2345 -0.1159 -0.3 0.5 0.2
N -2.7653 -5.1391 0.9467 -0.4 0.8 0.5
N -4.2503 -3.3747 1.1416 -0.5 -1.1 -0.3
H -2.4167 -5.9044 0.4053 0.0 0.0 -0.1
H -2.1212 -4.5691 1.4696 0.4 -0.3 -0.2
H -5.1824 -3.0614 0.9360 0.2 0.7 0.1
H -3.5234 -2.8486 1.5814 -0.2 0.4 0.0
C 1.0742 -4.5530 2.4207 1.0 0.1 -1.6
O 0.0723 -4.4905 1.7320 -0.8 0.2 0.8
N 1.3050 -3.7979 3.5422 -0.8 -0.3 -0.3
N 2.1178 -5.3006 1.9363 0.2 -0.1 0.7
H 0.6398 -3.0433 3.5934 0.3 0.2 0.4
H 2.2173 -3.7298 3.9474 0.0 0.2 0.0
H 2.9834 -5.4441 2.4233 -0.1 -0.1 0.1
H 1.8751 -5.9233 1.1875 0.1 0.0 -0.1
C -1.1416 6.3638 -0.5535 0.8 0.7 -0.1
O -0.0982 6.7953 -1.0213 -0.1 -0.5 0.0
N -1.4906 5.0507 -0.4434 -0.7 1.3 0.1
N -2.0906 7.2683 -0.1094 -0.4 -0.1 0.0
H -2.3921 4.9348 -0.0035 0.3 -1.0 -0.2
H -0.7996 4.3341 -0.5290 0.0 -0.1 0.1
H -1.8426 8.2365 -0.1804 0.2 0.0 0.0
H -2.8635 7.0558 0.4937 0.0 -0.3 -0.1
C -1.8168 1.3522 5.0288 0.1 0.4 0.7
O -2.8653 1.0948 4.4551 0.1 0.2 -0.5
N -1.3677 2.6133 5.3086 -0.1 -0.6 0.0
N -0.9861 0.3677 5.4916 -0.1 -0.4 -0.3
H -0.5862 2.7241 5.9264 0.2 0.1 -0.1
H -1.8864 3.4331 5.0528 -0.1 -0.6 -0.2
H -0.3650 0.4591 6.2710 0.2 0.2 -0.1
H -1.0751 -0.5199 5.0339 -0.2 -0.2 0.3
C 1.5239 0.6453 1.8896 0.0 1.6 0.4
C 0.2190 0.2587 1.2348 -2.0 -0.8 0.2
C -0.6677 1.5009 1.0651 -0.4 1.1 -1.0
C -1.8612 1.3930 0.1159 -1.4 -1.7 -0.1
C -1.3920 0.7734 -1.2210 0.6 1.7 1.3
C -0.6303 -0.5357 -1.0289 -1.5 -0.2 -2.0
N 0.4223 -0.3623 -0.0690 0.6 0.4 -0.4
O 1.1999 -1.5640 0.0182 0.1 1.1 0.4
C -1.6808 -1.6354 -0.7527 0.3 0.0 1.7
C -0.0267 -0.8587 -2.4123 0.7 -0.3 0.3
C -0.6189 -0.6919 2.1389 0.9 -1.0 0.4
H 2.1918 1.1803 1.2108 0.4 -0.9 -0.4
H 1.9711 -0.1119 2.5305 0.3 -0.2 -0.4
H 1.3528 1.5226 2.5367 -0.5 -0.7 0.3
H -1.0485 1.8246 2.0371 0.3 0.0 0.1
H -0.1350 2.3438 0.5992 0.6 -0.1 0.5
H -2.3640 2.3518 -0.0395 0.5 0.1 -0.1
H -2.6951 0.8015 0.5233 0.3 -0.2 0.2
H -0.7428 1.6198 -1.4951 0.5 -0.7 -1.0
H -2.1448 0.6379 -1.9928 -0.2 0.1 0.2
H -1.1759 -2.5918 -0.5966 -0.1 -0.1 -0.1
H -2.1727 -1.3736 0.1899 -0.1 -0.3 0.0
H -2.5016 -1.7541 -1.4539 0.3 0.2 -0.5
H -0.7401 -0.7817 -3.2343 -0.2 0.3 0.2
H 0.8148 -0.1769 -2.5625 0.0 -0.1 -0.3
H 0.3360 -1.8884 -2.4578 0.2 0.1 0.2
H -1.6869 -0.4970 2.0903 0.0 0.0 0.1
H -0.2751 -0.7016 3.1798 -0.1 0.6 0.0
H -0.4171 -1.7285 1.8442 -0.2 0.1 -0.3
H 2.0518 -1.1019 -0.1438 0.3 -0.9 0.0
C 4.9077 -5.7920 -0.9326 -1.5 -0.9 0.1
C 4.2176 -4.7711 -1.8580 0.5 0.5 0.8
C 5.2478 -3.6516 -1.9841 0.6 0.8 -0.2
C 4.9762 -2.6795 -3.1123 -0.3 0.3 -0.5
C 4.7249 -3.3975 -4.4429 -0.3 1.1 0.4
C 3.7066 -4.5524 -4.4212 0.7 -0.6 1.4
N 3.8832 -5.2995 -3.1570 1.8 -0.4 -0.1
O 3.2856 -6.5850 -3.0947 0.0 0.6 -0.1
C 2.2500 -4.0651 -4.4677 0.7 0.2 -1.1
C 4.1654 -5.4805 -5.5498 -0.7 -0.7 -0.6
C 2.9727 -4.2045 -1.1542 0.5 0.3 -0.7
H 5.2464 -5.2453 -0.0531 0.2 -0.1 0.0
H 5.6826 -6.4444 -1.3379 0.3 0.6 -0.4
H 4.1482 -6.5156 -0.6082 0.0 0.1 0.2
H 5.3138 -3.0548 -1.0689 -0.4 -0.3 0.2
H 6.2646 -4.0578 -2.0534 -0.1 -0.2 -0.5
H 5.8225 -1.9974 -3.2410 0.1 -0.1 0.0
H 4.1508 -1.9914 -2.8950 -0.2 -0.3 0.2
H 5.6982 -3.6997 -4.8253 -0.1 -0.4 -0.1
H 4.3281 -2.6431 -5.1319 0.1 -0.1 -0.2
H 1.5491 -4.8124 -4.1058 0.0 -0.2 -0.3
H 2.1211 -3.1800 -3.8458 0.1 0.1 -0.1
H 2.0844 -3.8018 -5.5178 -0.6 0.1 0.2
H 3.7325 -6.4747 -5.4183 -0.2 0.1 -0.2
H 3.8941 -5.1240 -6.5473 -0.3 0.1 0.1
H 5.2416 -5.6436 -5.6067 0.1 0.3 0.5
H 3.1931 -3.7936 -0.1726 -0.1 -0.5 0.2
H 2.2002 -4.9709 -1.1750 -0.3 0.3 0.3
H 2.7012 -3.3256 -1.7411 -0.6 -0.2 0.0
H 4.0600 -7.1401 -3.2397 -0.3 -0.3 0.0
```
Forces are in eV/Å.

***

(2)
An isolated molecule of C6H9NO at a distorted geometry, computed with ωB97M-V with the def2-TZVPD basis set.

## Properties
Relative energy (zero: lowest compared OMol25 entry of this formula, charge and spin) ... 623.34 kJ/mol
Spin multiplicity ... 1
HOMO energy ... -9.3 eV
SMILES string ... C1CN2[C@H]3[C@H]1OC[C@H]32
Molecular weight ... 111.144 g mol⁻¹

The geometry in XYZ format:
```
17
Properties=species:S:1:pos:R:3:forces:R:3
C -1.2693 -1.2327 0.1332 -0.5 0.4 0.6
C -1.6936 0.2270 -0.3154 0.6 0.1 -1.8
C 0.9154 1.1941 -0.0395 1.1 -0.4 0.5
C 2.0136 0.0656 -0.3032 -1.5 -1.8 -3.1
C 0.1245 -0.7604 0.1468 1.2 -2.3 1.0
C 0.1208 0.5183 0.9545 -0.5 1.8 0.2
H -1.5474 -1.5096 1.1389 -1.0 -0.2 0.1
H -1.6401 -1.8674 -0.6735 0.5 -0.5 0.4
H -2.5872 0.4790 0.1613 -1.5 0.8 0.5
H -1.7597 0.2913 -1.4026 -0.7 -0.4 -0.1
H 1.3393 2.1816 0.0022 -0.3 0.4 0.4
H 2.9367 0.2628 0.1894 0.6 0.4 0.4
H 2.1315 -0.1395 -1.4161 0.4 0.4 1.3
H 0.0606 -0.4580 -0.8559 0.9 0.7 -1.6
H 0.0942 0.7040 2.0223 0.1 -0.5 0.1
N -0.7136 1.3075 0.0403 0.9 -0.6 1.2
O 1.4745 -1.2632 0.2175 -0.3 2.0 0.0
```
Forces are in eV/Å.

***

(3)
An isolated molecule of C20H32ClN3O2S at a nearly force-free geometry, computed with ωB97M-V with the def2-TZVPD basis set.

## Properties
Relative energy (zero: lowest compared OMol25 entry of this formula, charge and spin) ... 12.48 kJ/mol
Spin multiplicity ... 1
HOMO energy ... -9.0 eV
SMILES string ... CCCCCCNC(=O)[C@H](c1cc(C)cc(Cl)c1)N1CCC[S@@](=N)(=O)CC1
Molecular weight ... 414.015 g mol⁻¹

The geometry in XYZ format:
```
59
Properties=species:S:1:pos:R:3:forces:R:3
C -3.9722 3.2999 -0.1581 0.0 0.0 0.0
C -2.4612 3.1174 -0.2184 0.0 0.0 0.0
C -2.0349 1.6722 0.0006 0.0 0.0 0.0
C -0.5244 1.4754 -0.0583 0.0 0.0 0.0
C -0.0974 0.0113 0.1346 0.0 0.0 0.0
C 0.6656 -0.5213 -1.0663 0.0 0.0 0.0
N 1.0392 -1.9111 -0.8677 0.0 0.0 0.0
C 1.5053 -2.6712 -1.8865 0.0 0.0 0.0
O 1.5209 -2.2909 -3.0407 0.0 0.0 0.0
C 2.0563 -4.0376 -1.4486 0.0 0.0 0.0
C 3.5527 -3.8540 -1.2615 0.0 0.0 0.0
C 4.3489 -3.5702 -2.3632 0.0 0.0 0.0
C 5.7179 -3.3746 -2.2216 0.0 0.0 0.0
C 6.5691 -3.0674 -3.4235 0.0 0.0 0.0
C 6.2841 -3.4636 -0.9530 0.0 0.0 0.0
C 5.4824 -3.7440 0.1390 0.0 0.0 0.0
Cl 6.2016 -3.8565 1.7192 0.0 0.0 0.0
C 4.1193 -3.9425 0.0022 0.0 0.0 0.0
N 1.7649 -5.0739 -2.4227 0.0 0.0 0.0
C 2.3781 -6.3352 -2.0075 0.0 0.0 0.0
C 1.9515 -7.5603 -2.8177 0.0 0.0 0.0
C 0.8181 -8.3623 -2.1846 0.0 0.0 0.0
S -0.8012 -7.6376 -2.2632 0.0 0.0 0.0
N -1.1467 -7.7645 -3.7386 0.0 0.0 0.0
O -1.6294 -8.2017 -1.2140 0.0 0.0 0.0
C -0.5431 -5.9219 -1.7936 0.0 0.0 0.0
C 0.3531 -5.1613 -2.7783 0.0 0.0 0.0
H -4.2577 4.3400 -0.3173 0.0 0.0 0.0
H -4.4688 2.6971 -0.9212 0.0 0.0 0.0
H -4.3644 2.9911 0.8131 0.0 0.0 0.0
H -2.0860 3.4589 -1.1880 0.0 0.0 0.0
H -1.9821 3.7511 0.5345 0.0 0.0 0.0
H -2.4080 1.3259 0.9709 0.0 0.0 0.0
H -2.5102 1.0345 -0.7537 0.0 0.0 0.0
H -0.1601 1.8371 -1.0254 0.0 0.0 0.0
H -0.0511 2.1107 0.6941 0.0 0.0 0.0
H 0.5230 -0.0920 1.0298 0.0 0.0 0.0
H -0.9801 -0.6150 0.2949 0.0 0.0 0.0
H 0.0532 -0.4622 -1.9672 0.0 0.0 0.0
H 1.5573 0.0866 -1.2510 0.0 0.0 0.0
H 1.1511 -2.2455 0.0751 0.0 0.0 0.0
H 1.6253 -4.2830 -0.4592 0.0 0.0 0.0
H 3.8796 -3.4993 -3.3375 0.0 0.0 0.0
H 7.6100 -2.9115 -3.1440 0.0 0.0 0.0
H 6.5293 -3.8845 -4.1453 0.0 0.0 0.0
H 6.2126 -2.1692 -3.9293 0.0 0.0 0.0
H 7.3468 -3.3151 -0.8127 0.0 0.0 0.0
H 3.5161 -4.1742 0.8711 0.0 0.0 0.0
H 3.4578 -6.2114 -2.0872 0.0 0.0 0.0
H 2.1789 -6.5393 -0.9383 0.0 0.0 0.0
H 1.7050 -7.2920 -3.8453 0.0 0.0 0.0
H 2.8073 -8.2351 -2.8737 0.0 0.0 0.0
H 0.6763 -9.3232 -2.6797 0.0 0.0 0.0
H 1.0022 -8.5396 -1.1237 0.0 0.0 0.0
H -2.0591 -7.3712 -3.9517 0.0 0.0 0.0
H -1.5600 -5.5237 -1.7833 0.0 0.0 0.0
H -0.1793 -5.9107 -0.7645 0.0 0.0 0.0
H -0.0219 -4.1490 -2.9050 0.0 0.0 0.0
H 0.2568 -5.6314 -3.7578 0.0 0.0 0.0
```
Forces are in eV/Å.

***

| no. | orbital gap (eV) | lowest unoccupied orbital energy (eV) |
| --- | --- | --- |
| 1 | 7.491 | -0.3 |
| 2 | 10.374 | 1.1 |
| 3 | 9.424 | 0.4 |